Record 1
7
Properties=species:S:1:pos:R:3 method="wB97M-V/def2-TZVPD" charge=-2 de_lowest_kcal_mol=21.61 spin_multiplicity=1
C -12.459 1.011 -0.640
N -12.208 -0.276 -0.701
O -14.195 -1.581 0.274
O -12.750 2.145 -0.646
O -12.558 -0.797 1.916
S -12.811 -1.515 0.635
H 2.771 5.342 0.075

***

Record 2
20
Properties=species:S:1:pos:R:3 method="wB97M-V/def2-TZVPD" charge=+5 de_lowest_kcal_mol=40.32 spin_multiplicity=1
Na 0.920 -0.911 -2.806
Na 2.953 2.728 -1.858
Na 0.624 -0.314 3.357
Na -0.227 3.187 -1.034
Na 3.945 0.362 -0.270
Na 2.079 2.375 1.796
Na 1.144 -2.741 0.345
C 1.096 0.136 -0.138
O 1.620 0.943 -1.011
O 0.099 -0.608 -0.435
O 1.512 0.003 1.054
O -2.427 -1.464 1.179
H -2.990 -0.792 1.589
H -1.887 -0.994 0.536
O -1.523 -1.855 -2.330
H -1.229 -1.497 -1.493
H -1.594 -2.816 -2.191
O -1.284 1.811 1.245
H -2.073 1.357 1.584
H -0.758 1.089 0.878

***

Record 3
71
Properties=species:S:1:pos:R:3 method="wB97M-V/def2-TZVPD" charge=-2 de_lowest_kcal_mol=6.66 spin_multiplicity=1
Sr -0.382 0.216 -1.211
C 4.900 -1.068 0.296
N 3.661 -1.161 1.059
C 3.557 -0.180 2.121
C 2.472 -1.477 0.396
N 1.364 -0.871 0.529
N 2.594 -2.578 -0.435
C 1.663 -2.885 -1.443
N 2.317 -3.041 -2.671
N 0.434 -3.045 -1.178
H 5.672 -1.731 0.702
H 5.274 -0.041 0.328
H 4.736 -1.285 -0.759
H 4.496 -0.176 2.676
H 2.759 -0.459 2.810
H 3.375 0.832 1.734
H 1.446 -0.040 1.103
H 3.536 -2.833 -0.679
H 2.920 -2.231 -2.830
H 1.648 -3.100 -3.427
H -0.100 -3.171 -2.036
O 2.628 0.557 -4.848
P 2.340 0.399 -3.269
O 3.527 -0.230 -2.574
O 1.031 -0.305 -3.138
O 2.234 1.912 -2.808
P 2.247 2.596 -1.291
O 3.493 1.767 -0.662
O 2.578 4.024 -1.415
O 0.973 2.146 -0.641
H 3.436 1.059 -4.994
H 3.643 0.960 -1.200
O -3.634 -2.565 0.644
C -2.920 -1.868 -0.091
O -2.044 -1.030 0.235
C -3.148 -2.015 -1.607
C -4.226 -2.758 -2.081
C -4.437 -2.838 -3.445
C -3.564 -2.178 -4.297
C -2.513 -1.469 -3.738
N -2.305 -1.392 -2.427
H -4.862 -3.237 -1.351
H -5.277 -3.398 -3.841
H -3.695 -2.190 -5.371
H -1.810 -0.925 -4.360
C -2.285 1.481 1.759
N -0.852 1.153 1.836
C -0.144 2.333 2.321
N -0.623 2.756 3.651
C -2.058 3.036 3.539
N -2.822 1.885 3.071
C -2.608 0.777 3.999
N -1.192 0.430 4.135
C -0.692 0.061 2.798
C -0.469 1.625 4.568
H -2.818 0.608 1.391
H -2.413 2.305 1.055
H -0.271 3.144 1.604
H 0.925 2.111 2.389
H -2.200 3.863 2.840
H -2.434 3.339 4.523
H -3.148 -0.098 3.632
H -3.000 1.055 4.984
H -1.223 -0.810 2.414
H 0.369 -0.181 2.893
H 0.595 1.382 4.648
H -0.837 1.922 5.556
Cl -3.825 1.806 -3.251
C -2.538 2.055 -1.817
H -3.253 2.187 -0.993
H -2.221 3.078 -2.062

***

Record 4
27
Properties=species:S:1:pos:R:3 method="wB97M-V/def2-TZVPD" de_lowest_kcal_mol=59.95 spin_multiplicity=1
C -2.547 -2.571 0.287
C -1.584 -2.633 -0.820
H -2.992 -3.588 0.553
H -2.276 -2.168 1.161
H -3.411 -2.033 0.045
H -2.029 -2.832 -1.840
H -0.791 -3.270 -0.787
H -1.125 -1.669 -1.089
C 2.134 1.551 2.519
C -0.140 1.159 -0.477
C 1.051 0.920 0.225
C 1.047 1.590 1.489
C -0.227 2.064 1.585
C 0.642 0.322 -2.449
C -0.404 0.984 -1.795
C 1.868 0.106 -1.900
C 2.083 0.346 -0.517
N -0.990 1.771 0.538
H 0.455 0.273 -3.456
H -1.263 1.472 -2.049
H 2.701 -0.121 -2.568
H 3.078 -0.036 -0.290
H -1.928 1.375 0.893
H -0.688 2.436 2.562
H 2.984 1.061 2.020
H 1.830 1.008 3.378
H 2.522 2.483 2.781

***

Record 5
91
Properties=species:S:1:pos:R:3 method="wB97M-V/def2-TZVPD" charge=+1 spin_multiplicity=2 energy_ha=-2220.4825
C -7.411 -3.383 14.924
C -6.225 -4.361 14.727
C -6.910 -5.745 14.899
C -5.935 -6.938 14.904
C -4.770 -6.798 13.897
C -5.119 -5.751 12.705
N -5.769 -4.491 13.309
O -6.276 -3.573 12.381
C -6.000 -6.476 11.664
C -3.682 -5.395 12.143
C -5.015 -4.170 15.718
H -7.109 -2.368 14.665
H -7.808 -3.350 15.938
H -8.229 -3.658 14.258
H -7.784 -5.871 14.261
H -7.339 -5.877 15.892
H -6.434 -7.890 14.722
H -5.547 -7.059 15.916
H -4.595 -7.806 13.522
H -3.876 -6.502 14.446
H -5.901 -5.984 10.697
H -7.082 -6.340 11.654
H -5.595 -7.464 11.447
H -3.679 -4.636 11.360
H -3.196 -6.223 11.625
H -2.957 -4.867 12.762
H -4.497 -3.252 15.439
H -4.213 -4.904 15.642
H -5.349 -4.044 16.748
N -2.566 -4.862 17.959
O -3.327 -5.812 18.075
O -1.388 -5.081 17.790
O -2.875 -3.713 18.006
C -7.674 -2.286 20.751
C -6.483 -2.829 21.105
C -5.437 -2.851 20.121
C -5.600 -2.167 18.894
C -6.808 -1.550 18.558
C -7.860 -1.697 19.506
O -9.100 -1.196 19.237
O -4.366 -3.654 20.445
H -8.475 -2.417 21.464
H -6.421 -3.419 22.007
H -4.617 -2.043 18.464
H -6.808 -1.076 17.588
H -9.096 -0.867 18.335
H -3.823 -3.660 19.653
C 3.752 -7.544 18.987
C 3.314 -6.276 18.698
C 1.893 -6.032 18.658
C 1.099 -7.022 19.198
C 1.494 -8.275 19.498
C 2.864 -8.535 19.430
O 3.486 -9.654 19.872
O 1.312 -4.887 18.202
H 4.787 -7.743 18.753
H 4.011 -5.517 18.372
H 0.033 -6.958 19.038
H 0.849 -9.091 19.788
H 3.151 -10.532 19.673
H 0.361 -4.988 18.120
C -1.997 -10.169 19.231
C -2.312 -8.770 19.345
C -2.543 -8.228 20.574
C -2.521 -9.117 21.691
C -2.058 -10.466 21.631
C -1.777 -11.010 20.388
O -1.538 -12.353 20.337
O -3.026 -7.028 20.672
H -1.818 -10.666 18.289
H -2.439 -8.059 18.542
H -2.715 -8.674 22.656
H -1.938 -11.078 22.513
H -1.685 -12.709 21.216
H -2.748 -6.488 19.929
C -0.184 -0.386 18.486
O 0.576 -0.814 17.397
C 0.586 -2.196 17.085
C -0.277 -2.652 15.881
O -0.132 -1.977 14.647
C -0.619 -2.818 13.542
H 0.121 -0.807 19.443
H -1.272 -0.404 18.422
H 0.066 0.615 18.836
H 0.252 -2.617 18.034
H 1.637 -2.405 16.884
H -1.298 -2.712 16.261
H 0.189 -3.634 15.800
H -0.088 -3.762 13.420
H -0.663 -2.332 12.568
H -1.655 -3.032 13.804

***

Record 6
17
Properties=species:S:1:pos:R:3 method="wB97M-V/def2-TZVPD" de_lowest_kcal_mol=104.37 spin_multiplicity=1
C -1.839 1.642 -0.037
C -0.530 1.245 -0.210
C -0.036 -0.201 -0.242
C 0.930 -0.300 0.976
C 2.132 -0.237 -0.047
C -1.160 -1.178 -0.257
C -1.957 -2.130 -0.052
H -2.543 0.804 -0.081
H -2.294 2.701 -0.057
H 0.225 1.990 -0.187
H 0.913 0.449 1.810
H 1.025 -1.299 1.463
H 2.610 0.735 -0.138
H 2.971 -0.984 0.115
H 1.119 0.145 -1.897
H -2.697 -2.894 -0.009
N 1.133 -0.489 -1.150

***

Record 7
5
Properties=species:S:1:pos:R:3 method="wB97M-V/def2-TZVPD" charge=+1 de_lowest_kcal_mol=5.90 spin_multiplicity=2
C -0.026 -0.059 0.141
Br 1.674 0.298 -0.798
Br -0.814 -1.535 -0.925
Br -1.185 1.585 0.446
H 0.353 -0.288 1.137

***

Record 8
16
Properties=species:S:1:pos:R:3 method="wB97M-V/def2-TZVPD" de_lowest_kcal_mol=0.00 spin_multiplicity=1
C 0.896 -1.622 0.498
C 1.003 1.216 -0.456
C 0.035 -1.000 -0.634
N -0.152 0.435 -0.246
Si -1.526 1.129 0.464
Br -3.268 -0.211 -0.026
H 0.193 -1.675 1.374
H 1.015 -2.696 0.164
H 1.750 -0.927 0.709
H 0.819 2.274 -0.118
H 2.004 0.933 -0.015
H 0.981 1.339 -1.612
H 0.711 -0.902 -1.444
H -0.983 -1.492 -0.817
H -1.562 0.651 1.778
H -1.917 2.547 0.380

***

Record 9
10
Properties=species:S:1:pos:R:3 method="wB97M-V/def2-TZVPD" de_lowest_kcal_mol=88.11 spin_multiplicity=1
C 3.026 -0.513 -0.341
C -1.671 0.054 0.597
C -1.148 0.556 -0.668
O 2.999 -1.705 -0.318
Br 0.450 -0.074 -1.324
H 3.399 0.327 0.252
H -1.506 0.881 1.355
H -1.280 -0.984 0.867
H -2.853 -0.086 0.609
H -1.415 1.544 -1.030

***

Record 10
14
Properties=species:S:1:pos:R:3 method="wB97M-V/def2-TZVPD" de_lowest_kcal_mol=105.56 spin_multiplicity=1
O 1.565 0.964 0.010
C 1.755 -0.227 0.469
C -0.003 1.425 -0.613
N -0.821 0.348 -0.357
C -0.219 -0.937 -0.827
C 0.431 -1.051 0.558
C -0.662 -0.100 1.059
H 0.113 1.624 -1.688
H -0.285 2.331 -0.062
H 0.474 -0.849 -1.675
H -1.011 -1.654 -1.064
H 0.580 -2.025 1.027
H -1.597 -0.537 1.419
H -0.320 0.688 1.745

***

Record 11
21
Properties=species:S:1:pos:R:3 method="wB97M-V/def2-TZVPD" de_lowest_kcal_mol=48.26 spin_multiplicity=1
C -3.232 -0.848 1.152
C -3.240 -1.804 -0.097
C -0.252 -0.212 0.630
S -1.524 -0.836 1.907
H -3.644 0.106 0.861
H -3.769 -1.361 1.958
H -2.676 -1.421 -0.999
H -4.281 -1.731 -0.500
H 0.206 -1.003 0.119
H -0.696 0.295 -0.227
H 0.493 0.213 1.228
H -3.099 -2.821 0.276
C 2.766 1.618 0.793
C 2.873 0.936 -2.148
S 2.724 2.431 -0.979
H 2.952 2.396 1.406
H 2.004 0.897 1.053
H 3.751 1.162 0.803
H 2.369 0.159 -1.709
H 3.919 0.662 -2.438
H 2.355 1.163 -3.091

***

Record 12
35
Properties=species:S:1:pos:R:3 method="wB97M-V/def2-TZVPD" de_lowest_kcal_mol=26.69 spin_multiplicity=1
C 2.481 1.302 -3.998
H 2.766 0.346 -4.447
O 1.322 1.179 -3.211
C 1.328 0.305 -2.164
C 2.441 -0.420 -1.754
C 2.366 -1.263 -0.657
C 1.171 -1.379 0.024
C 0.047 -0.677 -0.379
C 0.111 0.163 -1.476
C -1.089 0.983 -1.882
N -1.001 2.374 -1.458
H -0.173 2.786 -1.877
C -0.968 2.568 -0.019
H -0.735 3.622 0.157
C -2.328 2.273 0.621
H -3.114 2.656 -0.048
O -2.507 0.875 0.789
C -3.410 0.697 1.854
H -4.441 0.872 1.508
C -3.012 1.744 2.898
H -2.222 1.347 3.535
H -3.852 2.038 3.522
C -2.480 2.893 2.031
H -3.171 3.734 2.005
H -1.519 3.251 2.399
H -3.318 -0.331 2.203
H -0.209 1.950 0.489
H -1.989 0.556 -1.440
H -1.180 0.987 -2.971
H -0.883 -0.765 0.160
Br 1.065 -2.519 1.548
H 3.235 -1.817 -0.341
H 3.382 -0.336 -2.276
H 3.321 1.698 -3.418
H 2.226 2.009 -4.786

***

Record 13
112
Properties=species:S:1:pos:R:3 method="wB97M-V/def2-TZVPD" charge=-2 de_lowest_kcal_mol=84.80 spin_multiplicity=1
Cs 12.092 16.114 11.903
N 10.894 15.552 9.128
C 10.782 16.587 8.153
C 9.748 17.713 8.422
N 9.761 18.149 9.831
C 8.995 19.252 10.356
C 8.906 19.084 11.942
N 10.180 18.551 12.423
H 11.811 15.089 9.167
H 10.187 14.859 9.337
H 10.419 16.186 7.181
H 11.754 17.135 7.987
H 8.729 17.284 8.059
H 9.923 18.551 7.763
H 9.943 17.416 10.461
H 7.980 19.213 9.908
H 9.410 20.264 10.072
H 7.992 18.463 12.152
H 8.751 20.102 12.329
H 10.072 18.447 13.551
H 10.893 19.230 12.219
O 13.611 17.303 9.419
C 14.533 17.535 8.558
C 14.861 18.863 8.076
C 16.094 19.097 7.596
C 16.999 18.047 7.320
C 16.674 16.725 7.510
C 15.446 16.456 8.131
C 15.196 15.168 8.462
N 14.205 14.703 9.292
N 14.318 13.444 9.558
C 13.261 12.894 10.202
O 12.325 13.552 10.683
C 13.137 11.427 10.267
C 14.218 10.600 10.360
C 14.000 9.249 10.500
C 12.732 8.721 10.540
C 11.634 9.588 10.451
C 11.863 10.908 10.412
H 14.065 19.617 8.042
H 16.501 20.123 7.446
H 18.025 18.385 7.102
H 17.276 15.922 7.123
H 15.855 14.383 8.115
H 15.198 10.997 10.227
H 14.889 8.642 10.686
H 12.549 7.641 10.818
H 10.614 9.191 10.494
H 11.041 11.646 10.521
C 15.164 17.554 13.626
N 15.316 16.167 13.105
C 16.330 16.041 11.996
C 15.766 15.146 14.167
C 14.774 14.905 15.310
N 13.492 14.349 14.853
C 12.485 14.563 15.934
C 13.456 12.991 14.303
H 14.782 17.513 14.615
H 14.352 18.053 13.024
H 16.089 18.099 13.482
H 17.393 16.062 12.375
H 16.165 16.767 11.198
H 16.093 15.109 11.534
H 16.792 15.471 14.625
H 15.969 14.177 13.618
H 14.486 15.817 15.836
H 15.258 14.267 16.116
H 12.826 14.103 16.907
H 11.565 14.058 15.679
H 12.258 15.615 16.181
H 13.597 12.166 15.033
H 14.329 12.903 13.569
H 12.566 12.755 13.725
Br 8.174 16.131 14.030
C 7.953 17.362 15.460
C 6.718 17.282 16.151
C 6.455 18.278 17.111
C 7.458 19.167 17.467
C 8.699 19.335 16.817
C 9.651 20.395 17.117
C 10.645 20.673 16.247
C 10.863 19.818 15.120
C 10.016 18.757 14.802
C 8.927 18.456 15.650
H 6.124 16.427 15.864
H 5.454 18.364 17.601
H 7.308 19.815 18.318
H 9.426 20.937 18.025
H 11.394 21.448 16.444
H 11.695 20.081 14.485
C 5.699 13.722 9.899
N 6.770 14.092 10.853
C 7.729 13.179 11.261
N 7.435 11.911 11.484
S 9.327 13.737 11.471
H 5.691 14.409 9.030
H 4.739 13.755 10.420
H 5.832 12.701 9.531
H 7.179 15.014 10.769
H 6.566 11.502 11.220
H 8.213 11.315 11.600
Cl 13.693 23.137 14.960
C 13.394 22.658 13.372
C 14.463 22.289 12.517
C 14.191 21.792 11.242
C 12.855 21.731 10.866
N 11.888 22.077 11.674
C 12.093 22.537 12.891
H 15.513 22.375 12.858
H 15.014 21.537 10.537
H 12.557 21.514 9.838
H 11.208 22.716 13.515

***

Record 14
14
Properties=species:S:1:pos:R:3 method="wB97M-V/def2-TZVPD" de_lowest_kcal_mol=63.79 spin_multiplicity=1
C 1.777 0.109 -0.094
N 1.507 -1.244 0.384
C 0.628 -0.663 -0.631
C -0.604 0.200 -0.456
C -1.955 0.011 0.106
N -0.856 0.511 0.941
H 2.610 0.355 -0.746
H 1.529 0.895 0.632
H 1.107 -1.208 1.319
H 0.723 -1.221 -1.564
H -0.489 0.992 -1.201
H -2.324 -0.988 0.308
H -2.735 0.745 -0.129
H -0.918 1.507 1.133

***

Record 15
4
Properties=species:S:1:pos:R:3 method="wB97M-V/def2-TZVPD" charge=-1 de_lowest_kcal_mol=0.00 spin_multiplicity=2
Cu -0.195 0.087 -0.463
F 1.306 0.840 -0.245
F -0.290 0.607 1.257
F -0.821 -1.534 -0.548